Entry 1:
This record from the Open Molecules 2025 dataset describes a cluster of 3 separate species, C3H14NO2S in total at a distorted geometry. The level of theory is ωB97M-V with the def2-TZVPD basis set.

Total charge   +1
LUMO level   -0.11476 Ha
M   128.2 g mol⁻¹
E_HOMO   -0.487 hartree
F_max   4.2 eV Å⁻¹
Energy relative to the best compared isomer or geometry (same formula, charge and spin)   117.4 kJ/mol

Geometry (Å):
C: -1.26 -1.41 1.29
C: 0.00 -0.75 0.81
C: 0.14 0.63 1.54
S: 1.93 1.05 1.31
N: 0.11 -0.47 -0.71
H: -1.19 -1.51 2.46
H: -2.21 -0.88 1.10
H: -1.28 -2.34 0.79
H: 0.84 -1.42 1.02
H: 0.20 0.45 2.65
H: -0.61 1.45 1.32
H: 1.74 1.89 0.27
H: 1.08 -0.17 -1.01
H: -0.70 0.09 -1.02
H: -0.07 -1.33 -1.24
H: -2.70 0.99 -2.55
H: -2.21 2.12 -1.43
O: -2.03 1.16 -1.70
H: 2.89 0.14 -0.91
H: 2.77 0.57 -2.22
O: 2.57 -0.25 -1.77

Atomic partial charges in e from the Mulliken method, atoms 1 to 6: number 1, C, carries -1.396; number 2, C, carries 0.221; number 3, C, carries -0.616; number 4, S, carries -0.243; number 5, N, carries -0.113; number 6, H, carries 0.342

***

Entry 2:
This record from the Open Molecules 2025 dataset describes a cluster of 4 separate species, C3H14NO3 in total at a distorted geometry. The level of theory is ωB97M-V with the def2-TZVPD basis set.

Total charge   +1
LUMO level   -0.11503 Ha
M   112.1 g mol⁻¹
E_HOMO   -0.524 hartree
F_max   3.0 eV Å⁻¹
Energy relative to the best compared isomer or geometry (same formula, charge and spin)   131.6 kJ/mol

Geometry (Å):
C: 0.34 -1.04 -1.25
C: 0.12 -1.04 0.20
C: -0.41 -1.96 0.99
N: 0.16 0.35 0.83
H: 1.15 -0.45 -1.66
H: 0.61 -2.03 -1.54
H: -0.54 -0.73 -1.82
H: -0.76 -1.64 1.96
H: -0.59 -2.98 0.71
H: -0.48 0.37 1.62
H: -0.11 1.07 0.16
H: 1.12 0.53 1.12
H: -5.03 -1.02 1.56
H: -4.99 0.31 1.01
O: -4.55 -0.55 0.87
H: 2.62 2.63 1.39
H: 1.37 3.31 2.00
O: 1.78 2.46 1.82
H: 2.64 0.51 -4.02
H: 3.15 1.19 -2.85
O: 2.40 0.73 -3.11

Atomic partial charges in e from the Mulliken method, atoms 1 to 6: number 1, C, carries -1.198; number 2, C, carries 0.807; number 3, C, carries -0.973; number 4, N, carries -0.251; number 5, H, carries 0.316; number 6, H, carries 0.394

***

Entry 3:
This record from the Open Molecules 2025 dataset describes a cluster of 3 separate species, C3H14NO3S in total at a distorted geometry. The level of theory is ωB97M-V with the def2-TZVPD basis set.

Total charge   +1
LUMO level   -0.10531 Ha
M   144.2 g mol⁻¹
E_HOMO   -0.460 hartree
F_max   4.4 eV Å⁻¹
Energy relative to the best compared isomer or geometry (same formula, charge and spin)   205.2 kJ/mol

Geometry (Å):
C: -0.47 -0.01 1.71
O: -0.18 1.39 1.86
C: 0.40 -0.37 0.54
C: 0.14 -1.79 0.18
S: 1.72 -2.57 0.17
N: -0.01 0.69 -0.44
H: -0.22 -0.56 2.61
H: -1.53 -0.13 1.36
H: 0.14 1.36 2.75
H: 1.39 -0.06 0.92
H: -0.54 -2.37 0.92
H: -0.47 -1.73 -0.74
H: 1.69 -3.41 -0.97
H: 0.47 0.49 -1.24
H: -1.10 0.70 -0.61
H: 0.23 1.60 -0.12
H: -1.94 -1.83 -2.35
H: -2.17 -0.67 -3.07
O: -1.74 -0.94 -2.18
H: 1.40 3.48 -1.29
H: 1.50 3.55 0.42
O: 1.28 3.18 -0.42

Atomic partial charges in e from the Mulliken method, atoms 1 to 6: number 1, C, carries -1.063; number 2, O, carries -0.502; number 3, C, carries -0.125; number 4, C, carries 0.038; number 5, S, carries -0.242; number 6, N, carries -0.181